No. 1
This record from the OMol25 dataset describes a cluster of 3 separate species, C5H11NO in total. The level of theory is wB97M-V/def2-TZVPD.

Structure (XYZ):
```
18
Properties=species:S:1:pos:R:3
C -0.39 2.32 1.93
C -0.82 1.32 0.90
O -1.22 0.20 1.15
H -1.10 3.16 1.94
H 0.60 2.71 1.65
H -0.35 1.86 2.91
H -0.80 1.68 -0.15
C -0.98 -1.38 -1.90
C -0.59 -2.59 -1.54
H -0.94 -1.05 -2.93
H -1.36 -0.67 -1.16
H -0.65 -2.91 -0.50
H -0.21 -3.31 -2.25
C 1.60 -0.61 0.12
N 1.68 0.66 0.08
H 0.82 -1.06 0.73
H 2.26 -1.29 -0.44
H 2.44 0.96 -0.54
```

Results
- HOMO (eV) = -9.601
- LUMO (Eh) = 0.0425
- spin multiplicity = 1
- total energy (eV) = -8898.86651
- SMILES string = CC=O.C=C.C=N
- energy above the lowest of the compared OMol25 structures with the same formula, charge and spin (kcal/mol) = 65.3
- Kohn-Sham gap (eV) = 10.76

Mulliken population analysis, charges in e, atoms 1 to 8: atom 1 (C): -1.117, atom 2 (C): 0.356, atom 3 (O): -0.518, atom 4 (H): 0.349, atom 5 (H): 0.273, atom 6 (H): 0.279, atom 7 (H): 0.341, atom 8 (C): -0.290

=====

No. 2
This record from the OMol25 dataset describes a structure of composition C14H26HgN2OS2 in a non-equilibrium geometry. The level of theory is wB97M-V/def2-TZVPD.

Structure (XYZ):
```
46
Properties=species:S:1:pos:R:3
Hg 0.31 -0.02 -0.15
S 0.32 -2.31 -1.24
S 2.06 1.74 0.40
C 1.91 -2.74 -2.00
C -0.55 -1.49 -2.62
C 0.05 -0.16 -3.06
N 0.02 0.86 -1.98
C 0.97 1.97 -2.19
C 1.29 2.72 -0.91
H -1.58 -1.37 -2.28
H -0.55 -2.18 -3.46
H -0.50 0.23 -3.93
H 1.09 -0.29 -3.35
H 0.56 2.66 -2.93
H 1.89 1.55 -2.61
H 0.38 3.14 -0.45
H 1.96 3.55 -1.12
C 3.68 1.34 -0.32
H -0.92 1.23 -1.88
H 3.62 0.82 -1.28
H 4.22 0.72 0.40
H 4.23 2.29 -0.44
H 2.51 -3.25 -1.23
H 2.46 -1.89 -2.39
H 1.71 -3.47 -2.81
C -4.89 1.92 0.30
C -4.68 1.33 1.47
H -5.33 1.38 -0.55
H -4.64 2.97 0.13
H -4.94 0.28 1.64
H -4.25 1.87 2.32
O 2.15 -0.96 0.70
C 1.69 -1.47 1.96
C 0.28 -1.10 2.41
C -0.16 -1.49 3.67
C -1.44 -1.14 4.08
C -2.30 -0.42 3.25
C -1.85 -0.05 1.99
N -0.59 -0.42 1.66
H 2.59 -1.63 0.10
H 1.78 -2.55 1.90
H 2.42 -1.04 2.64
H 0.51 -2.04 4.30
H -1.78 -1.44 5.06
H -3.29 -0.16 3.56
H -2.43 0.51 1.26
```

Results
- HOMO (eV) = -15.130
- LUMO (Eh) = -0.2083
- spin multiplicity = 1
- total energy (eV) = -45795.78835
- total charge = +2
- Kohn-Sham gap (eV) = 9.46

Mulliken population analysis, charges in e, atoms 1 to 8: atom 1 (Hg): 1.283, atom 2 (S): -0.077, atom 3 (S): -0.060, atom 4 (C): -1.103, atom 5 (C): -0.780, atom 6 (C): -0.585, atom 7 (N): -0.359, atom 8 (C): -0.565

=====

No. 3
This record from the OMol25 dataset describes a structure of composition C11H32N2O5P2Ru in a non-equilibrium geometry. The level of theory is wB97M-V/def2-TZVPD.

Structure (XYZ):
```
53
Properties=species:S:1:pos:R:3
O -0.22 4.47 1.12
H 0.57 4.06 0.71
Ru 0.22 0.00 -0.16
N -0.72 -0.56 -2.09
N 1.50 -1.51 -1.36
O -1.97 -0.04 -2.46
O 2.79 -1.95 -0.95
C -0.17 -1.36 -2.97
C 1.13 -1.92 -2.54
C -0.80 -1.76 -4.28
C 1.91 -2.85 -3.42
H -1.56 -1.06 -4.59
H -1.23 -2.76 -4.19
H -0.01 -1.80 -5.03
H 2.65 -3.41 -2.85
H 2.41 -2.28 -4.20
H 1.22 -3.54 -3.90
H -2.12 0.78 -1.92
H 2.96 -1.51 -0.08
O -0.69 -2.36 0.33
H -1.24 -1.56 0.12
H 0.19 -2.18 -0.05
C 1.47 1.33 -0.95
H 1.42 2.43 -0.95
H 1.33 0.90 -1.96
H 2.36 0.96 -0.42
O -2.58 3.35 -1.55
H -2.23 3.96 -0.87
H -1.78 2.78 -1.78
C -2.67 -0.21 2.01
P -1.54 0.95 1.13
C -2.87 2.26 1.22
C -0.47 1.43 2.60
C 0.28 0.25 3.17
P 1.35 -0.37 1.76
C 2.72 0.87 1.99
C 1.49 -2.10 2.39
H -3.52 -0.45 1.34
H -2.14 -1.13 2.29
H -3.08 0.29 2.90
H -3.34 2.26 2.23
H -2.43 3.25 1.03
H -3.66 2.04 0.49
H 0.18 2.24 2.23
H -1.17 1.83 3.35
H 0.90 0.53 4.03
H -0.38 -0.58 3.50
H 3.11 0.92 3.02
H 3.56 0.62 1.32
H 2.37 1.88 1.72
H 1.90 -2.16 3.41
H 0.48 -2.54 2.40
H 2.12 -2.69 1.71
```

Results
- HOMO (alpha / beta) (eV) = -9.421 / -12.353
- LUMO (alpha / beta) (Eh) = -0.1349 / -0.1910
- spin multiplicity = 6
- <S²> = 8.77
- total energy (eV) = -46288.33750
- total charge = +1
- Kohn-Sham gap (alpha / beta) (eV) = 5.75 / 7.16

Mulliken population analysis, charges in e, atoms 1 to 8: atom 1 (O): -0.349, atom 2 (H): 0.356, atom 3 (Ru): -0.610, atom 4 (N): 0.711, atom 5 (N): 0.434, atom 6 (O): -0.625, atom 7 (O): -0.550, atom 8 (C): 0.279

=====

No. 4
This record from the OMol25 dataset describes a structure of composition C24H30InN8O7P in a non-equilibrium geometry. The level of theory is wB97M-V/def2-TZVPD.

Structure (XYZ):
```
71
Properties=species:S:1:pos:R:3
In 0.15 0.21 -0.13
O -1.56 3.21 2.23
C -1.53 2.80 1.03
O -1.28 1.58 0.76
C -2.02 3.67 -0.12
C -3.42 3.12 -0.72
C -4.02 4.32 -1.45
C -3.27 4.33 -2.76
C -2.21 3.23 -2.55
O -3.05 2.24 -1.88
C -1.19 3.73 -1.45
C 0.14 2.96 -1.67
O 1.20 3.56 -1.86
O 0.04 1.66 -1.78
H -2.13 4.69 0.30
H -4.11 2.62 -0.01
H -3.85 5.22 -0.86
H -5.08 4.15 -1.62
H -2.77 5.22 -3.06
H -3.92 4.09 -3.60
H -1.71 2.77 -3.37
H -0.92 4.77 -1.66
C 0.63 -3.63 2.35
N 1.40 -3.61 1.06
C 1.20 -4.43 -0.09
C 2.30 -4.27 -0.86
N 3.29 -3.51 -0.24
C 2.72 -3.07 0.91
P 3.28 -1.55 1.62
C 3.33 -0.58 0.14
N 2.41 0.37 -0.31
C 2.97 0.94 -1.42
C 4.24 0.50 -1.66
N 4.42 -0.52 -0.69
C 5.58 -1.37 -0.53
C 1.93 -0.75 2.55
N 0.96 0.05 2.02
C 0.53 0.94 2.99
C 1.21 0.72 4.10
N 2.10 -0.32 3.87
C 2.92 -1.05 4.89
H 1.13 -2.96 3.03
H 0.52 -4.67 2.67
H -0.39 -3.29 2.18
H 0.31 -4.93 -0.33
H 2.44 -4.70 -1.84
H 2.42 1.72 -1.94
H 4.94 0.61 -2.49
H 5.27 -2.32 -0.05
H 6.36 -0.80 -0.02
H 5.86 -1.67 -1.54
H -0.31 1.62 2.82
H 1.25 1.34 5.01
H 4.01 -1.13 4.52
H 2.51 -2.09 4.89
H 2.79 -0.53 5.84
C -4.20 -1.60 -0.61
C -2.71 -1.44 -0.63
N -2.08 -0.84 0.36
O -3.02 -0.43 1.30
C -1.82 -1.81 -1.67
C -2.27 -2.62 -2.86
N -0.55 -1.42 -1.55
O 0.29 -1.84 -2.35
H -4.72 -0.65 -0.34
H -4.46 -2.29 0.27
H -4.58 -2.16 -1.51
H -2.60 0.25 1.81
H -3.06 -3.35 -2.51
H -1.45 -3.04 -3.37
H -2.77 -1.96 -3.61
```

Results
- HOMO (eV) = -7.042
- LUMO (Eh) = -0.0114
- spin multiplicity = 1
- total energy (eV) = -66086.91363
- energy above the lowest of the compared OMol25 structures with the same formula, charge and spin (kcal/mol) = 2.0
- Kohn-Sham gap (eV) = 6.73

Mulliken population analysis, charges in e, atoms 1 to 8: atom 1 (In): 2.239, atom 2 (O): -0.811, atom 3 (C): -0.360, atom 4 (O): -0.540, atom 5 (C): -0.087, atom 6 (C): 0.148, atom 7 (C): -0.877, atom 8 (C): -0.973